1.
# C16H16FN3OS

A structure of composition C16H16FN3OS at a distorted geometry (the ωB97M-V functional and the def2-TZVPD basis, the Open Molecules 2025 dataset).

Element x y z (Å)
1 C -2.369 4.553 -1.551
2 N -1.397 4.753 -2.633
3 C -0.369 4.054 -2.768
4 N 0.082 2.869 -2.036
5 N -0.584 2.232 -1.166
6 C 0.003 1.260 -0.346
7 C -0.554 0.646 0.820
8 C -2.111 1.069 1.195
9 C -2.697 0.424 2.296
10 C -1.998 -0.552 2.870
11 C -0.887 -1.030 2.654
12 C -0.283 -0.517 1.465
13 H 0.828 -0.818 0.832
14 O -0.304 -2.044 3.228
15 C 0.909 -2.678 2.701
16 C 1.118 -3.289 1.499
17 C -0.019 -3.800 0.768
18 C -0.033 -4.430 -0.351
19 C 0.914 -4.411 -1.096
20 C 2.273 -3.937 -0.447
21 C 2.113 -3.450 0.653
22 F 3.374 -2.856 1.401
23 H 3.117 -3.973 -0.976
24 H 1.173 -4.940 -1.899
25 H -1.331 -4.896 -0.797
26 H -1.118 -3.677 1.400
27 H 1.347 -3.392 3.410
28 H 1.620 -1.769 2.898
29 H -2.360 -1.101 3.833
30 H -3.507 0.905 2.657
31 H -2.595 1.987 0.793
32 H 0.788 0.785 -0.718
33 H 0.961 2.461 -2.228
34 S 0.854 4.244 -4.065
35 H -1.431 5.330 -3.252
36 H -2.274 3.770 -0.749
37 H -3.500 4.187 -2.169
38 H -2.361 5.522 -0.857

Results
HOMO energy   -7.642 eV
Energy above the lowest of the compared OMol25 structures with the same formula, charge and spin   1550.3 kJ/mol
F_max   14.216 eV Å⁻¹
Total energy   -36906.30006 eV
Gap between HOMO and LUMO   0.2670 Eh
2S+1   1



2.
# C16H16N11O2SeTm

A structure of composition C16H16N11O2SeTm at a distorted geometry (the ωB97M-V functional and the def2-TZVPD basis, the Open Molecules 2025 dataset).

Element x y z (Å)
1 Tm -0.668 0.308 -0.780
2 N 1.550 -2.505 2.147
3 C 1.245 -1.870 1.019
4 N 0.662 -0.699 1.012
5 C 0.670 0.003 2.207
6 N 0.615 1.324 2.165
7 N 0.567 1.622 0.856
8 C 0.470 2.723 0.225
9 C 0.739 2.720 -1.216
10 C 0.624 3.934 -1.880
11 C 0.824 3.917 -3.270
12 C 1.044 2.668 -3.887
13 C 1.230 1.525 -3.108
14 N 0.983 1.507 -1.796
15 C 0.802 -0.692 3.465
16 C 0.604 -0.007 4.725
17 C 0.901 -0.638 5.907
18 C 1.335 -1.985 5.864
19 C 1.519 -2.712 4.648
20 C 1.267 -1.987 3.446
21 H 2.068 -3.387 2.077
22 H 1.700 -2.276 0.114
23 H 0.241 3.667 0.738
24 H 0.359 4.843 -1.354
25 H 0.742 4.871 -3.804
26 H 1.255 2.658 -5.023
27 H 1.493 0.524 -3.547
28 H 0.150 0.986 4.638
29 H 0.774 -0.111 6.848
30 H 1.473 -2.561 6.793
31 H 1.744 -3.789 4.680
32 N -0.128 -2.056 -1.612
33 N -0.657 -2.547 -2.806
34 C -1.615 -1.709 -3.293
35 N -2.289 -2.063 -4.441
36 N -1.563 -0.491 -2.676
37 N -2.379 0.618 -2.975
38 O -2.099 1.574 -2.072
39 O -3.272 0.730 -3.791
40 H 0.860 -2.320 -1.598
41 H -0.439 -2.573 -0.814
42 H -0.733 -3.576 -2.809
43 H -2.207 -2.973 -4.898
44 H -2.772 -1.313 -4.930
45 Se -4.328 1.906 2.604
46 C -3.069 1.341 1.489
47 N -2.295 0.871 0.710

Results
HOMO energy (alpha / beta)   -12.110 / -12.111 eV
Net charge   +2
F_max   4.385 eV Å⁻¹
Total energy   -132196.72696 eV
Gap between HOMO and LUMO (alpha / beta)   0.1706 / 0.1707 Eh
2S+1   3



3.
# C16H16N3O2

The ion C16H16N3O2 with charge +1 at a distorted geometry (the ωB97M-V functional and the def2-TZVPD basis, the Open Molecules 2025 dataset).

Element x y z (Å)
1 C -4.404 -0.220 0.275
2 C -3.163 0.448 0.750
3 C -3.312 1.778 1.403
4 C -2.136 2.380 1.937
5 C -0.864 1.888 1.624
6 C -0.749 0.734 0.874
7 N 0.497 0.202 0.467
8 C 1.192 -0.454 1.364
9 C 0.871 -0.369 2.875
10 C 2.321 -1.148 0.994
11 C 2.576 -1.290 -0.433
12 C 3.570 -2.448 -0.803
13 C 1.916 -0.488 -1.373
14 C 2.117 -0.518 -2.842
15 O 2.784 -1.352 -3.348
16 N 1.402 0.261 -3.735
17 C 0.499 0.988 -3.175
18 O -0.070 1.719 -3.963
19 N 0.258 1.073 -1.800
20 C 0.858 0.246 -0.827
21 C -1.847 0.018 0.465
22 H -4.972 -0.622 1.017
23 H -4.153 -1.079 -0.355
24 H -5.054 0.367 -0.376
25 H -4.242 2.273 1.616
26 H -2.179 3.313 2.517
27 H -0.043 2.481 2.128
28 H 1.804 -0.469 3.472
29 H 0.428 0.469 3.244
30 H 0.120 -1.201 3.145
31 H 2.864 -1.754 1.754
32 H 3.528 -3.312 -0.163
33 H 3.450 -2.936 -1.788
34 H 4.549 -1.989 -0.799
35 H 1.778 0.415 -4.643
36 H -0.618 1.494 -1.493
37 H -1.577 -0.896 -0.003

Results
HOMO energy   -12.851 eV
Net charge   +1
Energy above the lowest of the compared OMol25 structures with the same formula, charge and spin   0.0 kJ/mol
SMILES string   Cc1cccc(-[n+]2c(C)cc(C)c3c(=O)[nH]c(=O)[nH]c32)c1
F_max   6.337 eV Å⁻¹
Total energy   -25409.98781 eV
Gap between HOMO and LUMO   0.3230 Eh
2S+1   1



4.
# C16H17BrN3O2Pd

A structure of composition C16H17BrN3O2Pd (the ωB97M-V functional and the def2-TZVPD basis, the Open Molecules 2025 dataset).

Element x y z (Å)
1 Pd -2.680 0.518 0.385
2 O -1.188 4.468 -2.260
3 C -0.205 4.479 -1.311
4 C 0.445 5.678 -1.089
5 C 1.447 5.754 -0.134
6 C 1.804 4.638 0.616
7 C 1.161 3.435 0.388
8 C 0.176 3.341 -0.594
9 C -0.501 2.027 -0.952
10 O -1.823 2.141 -0.623
11 N 0.132 0.885 -0.316
12 N -0.675 -0.173 -0.094
13 C -0.227 -1.333 0.165
14 C -1.115 -2.446 0.491
15 Br -2.958 -2.006 0.770
16 C -0.785 -3.717 0.661
17 C 0.555 -4.293 0.429
18 C 1.021 -5.279 1.301
19 C 2.274 -5.840 1.119
20 C 3.068 -5.436 0.054
21 C 2.604 -4.474 -0.835
22 C 1.353 -3.903 -0.647
23 H -1.809 3.754 -2.095
24 H 0.143 6.545 -1.668
25 H 1.950 6.700 0.034
26 H 2.575 4.704 1.373
27 H 1.429 2.567 0.979
28 H -0.449 1.917 -2.046
29 H 1.111 0.723 -0.496
30 H 0.841 -1.535 0.180
31 H -1.558 -4.400 1.003
32 H 0.393 -5.607 2.124
33 H 2.628 -6.603 1.803
34 H 4.044 -5.884 -0.095
35 H 3.210 -4.181 -1.683
36 H 0.973 -3.181 -1.364
37 N -4.602 1.392 1.032
38 H -4.954 0.969 1.879
39 H -5.301 1.272 0.313
40 H -4.506 2.384 1.202

Results
HOMO energy (alpha / beta)   -11.276 / -11.245 eV
Net charge   +1
Energy above the lowest of the compared OMol25 structures with the same formula, charge and spin   0.0 kJ/mol
F_max   0.796 eV Å⁻¹
Total energy   -98946.94645 eV
Gap between HOMO and LUMO (alpha / beta)   0.2943 / 0.2011 Eh
2S+1   3